(1)
Formula: C82H184F12N2P6
Source: the Open Molecules 2025 dataset
Level of theory: ωB97M-V/def2-TZVPD

Geometry (Å):
C -3.7895 3.5229 4.3925
C -5.1286 4.0094 3.9229
C -5.1492 4.8603 2.5878
C -4.6646 6.3375 2.8876
P -5.1206 7.5161 1.5371
C -3.9747 8.9232 1.3336
C -3.5072 9.4141 -0.0952
C -2.8597 10.7863 -0.0315
C -2.2823 11.2049 -1.3993
C -5.0845 6.5772 -0.0355
C -3.7385 5.9200 -0.3627
C -3.8039 5.2140 -1.6550
C -3.5991 6.2796 -2.7704
C -6.8099 8.1431 1.7483
C -7.2466 9.5169 1.1213
C -8.8024 9.7201 1.2131
C -9.6398 8.8712 0.2746
H -3.4328 4.0976 5.2472
H -3.0672 3.6869 3.5928
H -3.8324 2.4660 4.6555
H -5.6184 4.6141 4.6861
H -5.7412 3.1417 3.6782
H -6.1047 4.7729 2.0706
H -4.5105 4.2869 1.9160
H -3.5770 6.2664 2.8783
H -4.9726 6.7554 3.8461
H -3.1695 8.6938 2.0315
H -4.4019 9.8000 1.8202
H -4.3319 9.3720 -0.8067
H -2.7842 8.6699 -0.4292
H -1.9769 10.6654 0.5962
H -3.5157 11.5162 0.4429
H -1.3362 10.7230 -1.6458
H -2.0631 12.2665 -1.2849
H -3.0064 11.1922 -2.2139
H -5.2709 7.3160 -0.8150
H -5.8973 5.8525 -0.0821
H -3.4209 5.2174 0.4078
H -2.8368 6.5307 -0.3170
H -4.6425 4.5517 -1.8699
H -2.9911 4.4936 -1.7465
H -3.5034 5.7335 -3.7089
H -2.6994 6.8546 -2.5515
H -4.2798 7.1295 -2.8188
H -6.9983 8.0923 2.8207
H -7.4695 7.3383 1.4238
H -6.8680 9.5583 0.1000
H -6.7979 10.3302 1.6917
H -9.0340 10.7723 1.0479
H -9.0273 9.6112 2.2741
H -10.6463 9.2725 0.1556
H -9.5820 7.8525 0.6581
H -9.3203 9.0200 -0.7568
C 5.2398 2.3241 5.0458
C 5.7370 1.0156 4.4703
C 7.2395 0.8953 4.3773
C 7.7220 -0.0767 3.3130
P 8.0031 0.7651 1.6695
C 9.4351 1.9498 1.9305
C 10.6610 1.4062 2.6519
C 11.5791 2.5464 3.2514
C 10.9868 3.1431 4.5401
C 8.4495 -0.6075 0.5690
C 8.5830 -0.2196 -0.9180
C 9.5916 -1.1484 -1.6590
C 9.1820 -2.6034 -1.9964
C 6.4995 1.6213 1.0199
C 6.3397 3.0812 1.5805
C 5.1201 3.8311 1.0193
C 5.0141 5.1369 1.6042
H 5.3509 2.3083 6.1300
H 4.1623 2.3013 4.8831
H 5.8021 3.1614 4.6323
H 5.1531 0.8338 3.5681
H 5.5243 0.1990 5.1602
H 7.5567 0.3865 5.2876
H 7.8576 1.7930 4.3924
H 7.1005 -0.9633 3.1878
H 8.7002 -0.5024 3.5367
H 9.1255 2.8635 2.4380
H 9.7171 2.2583 0.9239
H 11.2429 0.6851 2.0779
H 10.3277 0.7156 3.4265
H 11.8137 3.3810 2.5907
H 12.5532 2.1140 3.4798
H 11.3805 4.1291 4.7870
H 11.1775 2.5277 5.4193
H 9.8993 3.1528 4.4670
H 7.5620 -1.2248 0.7082
H 9.3287 -1.0930 0.9926
H 9.1005 0.7342 -1.0215
H 7.6223 -0.1529 -1.4285
H 10.5641 -1.1993 -1.1693
H 9.9316 -0.6947 -2.5900
H 8.9499 -2.9409 -0.9863
H 9.9783 -3.0226 -2.6115
H 8.3195 -2.5865 -2.6626
H 5.6736 0.9450 1.2404
H 6.5981 1.5830 -0.0650
H 7.2432 3.6864 1.5068
H 6.1933 3.0966 2.6605
H 4.1545 3.3408 1.1432
H 5.1140 3.9592 -0.0631
H 4.7436 4.9760 2.6477
H 4.4313 5.8860 1.0680
H 5.9533 5.6844 1.5243
C 0.5207 -3.8783 0.1186
C -0.0901 -3.5579 -1.1861
C -1.6302 -3.6095 -1.1337
C -2.2657 -2.9247 -2.3760
P -4.0180 -2.6409 -2.4254
C -4.9655 -3.8070 -1.3031
C -4.7473 -5.3018 -1.6133
C -5.6563 -6.1840 -0.7783
C -5.4731 -7.6659 -1.1388
C -4.4647 -0.8525 -1.8670
C -3.9136 -0.3442 -0.5180
C -3.9570 1.1812 -0.4010
C -5.3528 1.7943 -0.2174
C -4.7137 -2.8443 -4.0985
C -3.9235 -3.8467 -5.0205
C -4.6776 -4.1232 -6.3018
C -5.9374 -4.9811 -6.0286
H 1.5591 -4.1952 0.0224
H -0.0209 -4.6279 0.6957
H 0.5599 -3.0144 0.7821
H 0.3723 -4.1891 -1.9450
H 0.2869 -2.5525 -1.3736
H -1.9710 -3.0974 -0.2339
H -1.9765 -4.6388 -1.0402
H -1.9272 -3.3783 -3.3074
H -1.8589 -1.9216 -2.5043
H -6.0029 -3.4732 -1.3263
H -4.6115 -3.6834 -0.2796
H -3.7225 -5.6508 -1.4865
H -5.0053 -5.4371 -2.6637
H -6.6701 -5.8415 -0.9856
H -5.5966 -5.9651 0.2879
H -4.4669 -8.0756 -1.0507
H -5.7250 -7.7156 -2.1981
H -6.0662 -8.3626 -0.5463
H -5.5516 -0.8957 -1.7968
H -4.1131 -0.1755 -2.6456
H -2.8982 -0.7155 -0.3795
H -4.5738 -0.7845 0.2293
H -3.6001 1.5220 -1.3729
H -3.2029 1.5090 0.3145
H -5.4527 2.8648 -0.3967
H -5.7476 1.6616 0.7899
H -6.0485 1.3526 -0.9307
H -4.7555 -1.8883 -4.6205
H -5.7886 -3.0239 -4.0765
H -3.7806 -4.8107 -4.5322
H -2.9055 -3.4873 -5.1708
H -3.9412 -4.6829 -6.8785
H -4.7807 -3.2193 -6.9021
H -6.4370 -4.9801 -6.9973
H -6.7064 -4.5373 -5.3963
H -5.8442 -6.0502 -5.8379
C -1.2743 -2.8279 4.6294
C -2.3600 -3.5724 3.7398
C -2.2889 -5.0754 3.9123
C -3.5413 -5.8812 3.5148
P -3.4452 -7.7000 3.6110
C -2.0490 -8.2685 2.4910
C -2.2972 -7.5194 1.1227
C -1.4758 -8.1945 -0.0505
C 0.0327 -7.9144 0.0344
C -3.1862 -8.1614 5.3918
C -4.1082 -7.5201 6.3984
C -4.2206 -8.1335 7.8336
C -2.8955 -8.3927 8.5330
C -5.0647 -8.3862 2.9716
C -5.1765 -9.9199 2.9853
C -6.6357 -10.3062 2.6701
C -6.8423 -11.7995 2.7265
H -1.0465 -1.8394 4.2307
H -0.2969 -3.3098 4.6550
H -1.5886 -2.7364 5.6691
H -2.1387 -3.1849 2.7453
H -3.3503 -3.1909 3.9888
H -2.0329 -5.3318 4.9403
H -1.3841 -5.3973 3.3968
H -3.9088 -5.6730 2.5099
H -4.3248 -5.7000 4.2506
H -2.1030 -9.3420 2.3096
H -1.1086 -7.9706 2.9546
H -2.1848 -6.4356 1.1538
H -3.3424 -7.7426 0.9082
H -1.8342 -7.8819 -1.0312
H -1.7259 -9.2555 -0.0554
H 0.4783 -8.4568 -0.7995
H 0.3014 -8.4590 0.9395
H 0.3668 -6.8844 0.1585
H -2.1711 -7.9441 5.7241
H -3.4010 -9.2279 5.4586
H -5.1271 -7.5734 6.0147
H -3.9734 -6.4403 6.3352
H -4.5451 -9.1718 7.7654
H -4.8648 -7.5167 8.4603
H -2.2633 -7.5163 8.6752
H -2.3957 -9.1579 7.9390
H -3.0206 -8.9779 9.4440
H -5.1945 -7.9047 2.0024
H -5.7398 -7.9723 3.7207
H -4.9479 -10.3566 3.9575
H -4.5736 -10.4562 2.2526
H -6.9383 -9.9605 1.6817
H -7.3427 -9.8121 3.3364
H -7.7787 -11.9518 2.1897
H -6.9671 -12.2547 3.7090
H -6.0252 -12.1895 2.1196
C -0.6220 1.2513 3.4326
C -0.1588 0.4086 2.2671
C 0.5197 1.1710 1.1237
C 0.6851 0.2990 -0.1686
N 1.4864 1.0603 -1.3228
C 2.0589 0.1503 -2.4522
C 3.4316 0.7989 -2.8804
C 3.6725 2.0557 -1.9796
C 2.7933 1.6862 -0.7512
C 0.5627 2.0729 -1.9946
H 0.1748 1.2415 4.1763
H -1.4839 0.8749 3.9835
H -0.8846 2.2820 3.1940
H -1.0337 -0.1107 1.8762
H 0.5212 -0.3816 2.5855
H 1.4561 1.5013 1.5733
H -0.0880 2.0287 0.8355
H -0.1759 0.0223 -0.7771
H 1.2587 -0.5892 0.0961
H 1.3666 0.0412 -3.2870
H 2.1351 -0.8345 -1.9915
H 3.4408 1.0023 -3.9512
H 4.1642 0.0358 -2.6176
H 3.3400 3.0228 -2.3569
H 4.7427 2.0892 -1.7754
H 2.6451 2.4731 -0.0115
H 3.3296 0.8803 -0.2503
H 0.4528 2.9528 -1.3608
H -0.3898 1.5537 -2.1010
H 1.1135 2.2429 -2.9197
C 1.4152 4.2151 -6.8067
C 2.5063 4.1231 -5.7982
C 3.8577 3.8453 -6.4707
C 4.9618 3.5986 -5.3907
N 6.2460 2.7964 -5.8368
C 5.9268 1.3715 -6.3855
C 7.0853 0.4402 -6.1301
C 7.8665 1.0237 -5.0080
C 7.1681 2.4428 -4.6503
C 6.9296 3.7255 -6.8670
H 1.4117 3.3608 -7.4836
H 1.5932 5.1450 -7.3468
H 0.4169 4.3123 -6.3798
H 2.3250 3.3830 -5.0187
H 2.5047 5.1228 -5.3639
H 4.1999 4.7031 -7.0498
H 3.6247 2.9844 -7.0972
H 4.5707 3.0279 -4.5483
H 5.3571 4.5213 -4.9661
H 5.5756 1.4857 -7.4110
H 5.0764 0.9832 -5.8252
H 7.6962 0.4163 -7.0325
H 6.7843 -0.5943 -5.9648
H 8.9194 1.1759 -5.2456
H 7.7905 0.4054 -4.1136
H 7.9722 3.1775 -4.6087
H 6.6319 2.2198 -3.7279
H 6.2842 3.7995 -7.7423
H 7.7446 3.1097 -7.2475
H 7.1158 4.7177 -6.4559
P -1.3175 0.3780 -5.5048
F -2.8093 0.9819 -5.2435
F -1.1720 -0.2154 -3.9658
F -1.9039 -1.0116 -6.1704
F 0.1566 -0.2007 -5.8472
F -1.5041 1.0294 -6.9776
F -0.7111 1.8721 -5.0785
P 4.7408 -2.4999 -0.1554
F 3.3709 -1.7547 0.2765
F 5.3750 -1.0360 -0.2592
F 5.1995 -2.5026 1.4240
F 6.2184 -3.0835 -0.6190
F 4.1594 -4.0708 0.0297
F 4.3240 -2.4228 -1.7293

The calculation puts the lowest unoccupied orbital energy at -6.256 eV. The value obtained for the total energy is -6589.9799 a.u. For the HOMO-LUMO gap, the calculation gives 10.49 eV. Its charge is +4. Its HOMO energy is -16.743 eV.

Results of the Löwdin charge analysis, in e, for atoms 1 through 6:
1. C -0.108
2. C -0.251
3. C -0.223
4. C -0.223
5. P 1.035
6. C -0.245

---

(2)
Formula: C21H20O4
Source: the Open Molecules 2025 dataset
Level of theory: ωB97M-V/def2-TZVPD

Geometry (Å):
O -2.9703 -3.7213 5.4360
O -0.2573 -0.5743 0.4772
O 1.1645 1.0730 -3.8991
O -4.3210 -1.0400 1.6069
C -1.5713 -0.7055 0.9313
C 3.5820 1.0871 -0.3271
C -2.5210 -0.1127 0.1204
C 2.6609 0.0179 -0.4117
C -1.3715 -2.7032 4.0521
C -3.6728 -2.4151 3.4864
C -1.2559 1.2870 -3.1374
C -0.8883 -2.1189 2.8990
C -2.2386 0.9133 -2.1725
C -2.6776 -2.9415 4.3349
C -3.3321 -1.7475 2.3628
C 0.1263 0.9159 -2.9320
C -0.4033 0.0170 -0.7738
C -1.9277 -1.5412 2.0552
C -1.7485 0.3962 -0.9572
C 0.5133 0.1644 -1.7878
C 1.4316 2.4636 -4.0934
C 4.3057 1.5255 0.9766
C 3.9830 1.9498 -1.4513
C -4.0227 -0.2396 0.5114
C 1.8337 -0.5410 -1.5683
H -2.0830 -4.0663 5.7748
H 2.4819 -0.5751 0.4896
H -0.7450 -3.3018 4.6870
H -4.7113 -2.3962 3.8222
H -1.6438 1.7991 -3.9754
H 0.1793 -1.8390 2.7190
H -3.2730 1.0376 -2.3155
H 2.2937 2.4783 -4.8694
H 0.5726 3.0533 -4.5144
H 1.6688 2.8257 -3.0814
H 3.8099 2.4115 1.3237
H 4.2224 0.7917 1.7840
H 5.3883 1.6470 0.8704
H 5.0480 2.2365 -1.3808
H 3.5066 2.8884 -1.2797
H 3.6637 1.6506 -2.5047
H -4.4776 -0.6931 -0.3173
H -4.4129 0.7998 0.7506
H 2.4447 -0.4711 -2.4093
H 1.6455 -1.6860 -1.3120

The calculation puts the lowest unoccupied orbital energy at 0.342 eV. The value obtained for the total energy is -1113.0563 a.u. For the HOMO-LUMO gap, the calculation gives 7.60 eV. Its charge is 0. Its structure (SMILES) is COc1ccc2c3c(oc2c1CC=C(C)C)-c1ccc(O)cc1OC3. Its HOMO energy is -7.260 eV. The energy relative to the best compared isomer or geometry (same formula, charge and spin) is 212.6 kJ/mol.

Results of the natural (NBO) charge analysis, in e, for atoms 1 through 6:
1. O -0.659
2. O -0.428
3. O -0.545
4. O -0.498
5. C 0.294
6. C 0.041

---

(3)
Formula: C4H9N3
Source: the Open Molecules 2025 dataset
Level of theory: ωB97M-V/def2-TZVPD

Geometry (Å):
C 2.0396 -0.6692 0.9519
C -0.5976 -0.4495 1.0277
C -0.8511 1.7698 0.4820
C 0.0074 -0.9731 -1.8454
N 2.4035 -0.4231 -0.0992
N -0.5679 0.3857 0.0640
N -0.2599 0.3316 -1.1826
H 1.6132 -0.6807 1.9270
H -0.3434 -1.5208 0.8558
H -0.8754 -0.1351 2.0520
H -0.5350 2.4719 -0.3677
H -1.9784 1.8215 0.7028
H -0.2839 1.8760 1.4514
H 0.2443 -1.7093 -1.0369
H -0.8624 -1.3355 -2.3475
H 0.8469 -0.7603 -2.6353

The calculation puts the lowest unoccupied orbital energy at 0.862 eV. The value obtained for the total energy is -321.9219 a.u. For the HOMO-LUMO gap, the calculation gives 8.55 eV. Its charge is 0. Its HOMO energy is -7.687 eV. The energy relative to the best compared isomer or geometry (same formula, charge and spin) is 442.2 kJ/mol.

Results of the natural (NBO) charge analysis, in e, for atoms 1 through 6:
1. C 0.052
2. C -0.389
3. C -0.412
4. C -0.452
5. N -0.321
6. N -0.060

---

(4)
Formula: C30H91BrFeO16
Source: the Open Molecules 2025 dataset
Level of theory: ωB97M-V/def2-TZVPD

Geometry (Å):
Fe -0.8564 0.8887 2.0221
O -0.2373 0.2152 0.2501
H 0.2547 -0.6058 0.4462
Br -1.6359 1.8749 4.3071
C 2.4287 1.8506 6.3009
C 1.9645 0.4487 5.9932
O 2.4426 0.1953 4.6788
H 3.4478 2.0460 5.9674
H 2.2694 2.0088 7.3675
H 1.7536 2.6104 5.9070
H 0.9123 0.1659 5.9617
H 2.3940 -0.3013 6.6574
H 3.1670 -0.4240 4.7938
C -2.8489 2.9458 -3.2234
C -3.7246 2.0590 -4.0762
O -4.6271 1.3235 -3.2852
H -2.2128 3.6306 -3.7841
H -2.2816 2.3957 -2.4726
H -3.4108 3.6313 -2.5889
H -3.1329 1.3454 -4.6496
H -4.3458 2.5478 -4.8266
H -5.1554 0.9417 -3.9899
C 2.3064 3.2059 2.7985
C 2.1170 1.9244 1.9570
O 1.1770 1.1066 2.5494
H 1.3597 3.7032 3.0089
H 2.9898 3.8370 2.2303
H 2.8098 2.9350 3.7265
H 3.0636 1.4170 1.7713
H 1.8277 2.2653 0.9630
H 1.6104 0.7690 3.3367
C -2.9243 -1.7327 -3.1603
C -2.1427 -0.7989 -2.2820
O -0.9359 -1.3707 -1.8392
H -3.1919 -2.5936 -2.5476
H -2.3308 -2.0987 -3.9981
H -3.7721 -1.2577 -3.6540
H -2.7255 -0.5393 -1.3983
H -1.9740 0.1909 -2.7061
H -0.6456 -0.8198 -1.1085
C -2.8850 -4.3303 1.7591
C -2.3662 -4.0423 0.3017
O -1.7338 -2.8003 0.3976
H -2.0822 -4.2590 2.4928
H -3.3637 -5.3066 1.8352
H -3.6473 -3.6023 2.0368
H -3.2212 -4.0862 -0.3731
H -1.6995 -4.8141 -0.0828
H -1.6671 -2.4289 -0.4851
C 0.9772 -2.3285 2.7635
C -0.2592 -1.8761 3.5307
O -1.0648 -1.2572 2.5635
H 0.7795 -3.2246 2.1753
H 1.6960 -2.6954 3.4961
H 1.4019 -1.5794 2.0952
H -0.0680 -1.1891 4.3550
H -0.7499 -2.7335 3.9913
H -1.3380 -1.9250 1.9301
C 2.1149 -2.3453 -0.5866
C 2.4594 -1.0296 -1.2976
O 2.3397 -0.1077 -0.2309
H 1.9875 -3.2114 -1.2361
H 1.1074 -2.2038 -0.1955
H 2.8209 -2.5303 0.2230
H 1.7984 -0.8113 -2.1364
H 3.4924 -1.0968 -1.6390
H 1.3910 0.0354 -0.1972
C 0.3604 -6.6597 -1.3497
C 1.3525 -6.2071 -0.2857
O 1.1297 -6.8669 0.9129
H -0.6416 -6.4615 -0.9691
H 0.4131 -7.7093 -1.6389
H 0.4396 -6.1134 -2.2895
H 1.3603 -5.1645 0.0323
H 2.3773 -6.4001 -0.6029
H 1.6927 -6.4577 1.5742
C 5.8620 -1.6533 0.4270
C 5.4154 -0.4406 1.2390
O 4.1350 -0.7720 1.7573
H 6.8210 -1.5401 -0.0785
H 5.1311 -2.0627 -0.2703
H 5.9429 -2.5231 1.0790
H 5.3604 0.5058 0.7011
H 6.0346 -0.2379 2.1129
H 3.4837 -0.4705 1.1198
C 4.5944 2.6615 -1.2498
C 6.1053 2.6169 -1.3804
O 6.8208 2.6878 -0.1611
H 4.1854 2.0152 -0.4732
H 4.1427 2.3354 -2.1867
H 4.2356 3.6676 -1.0327
H 6.5116 3.4472 -1.9581
H 6.4571 1.7527 -1.9438
H 7.7417 2.5180 -0.3726
C 1.2502 3.4662 -3.3057
C 0.7580 2.0879 -2.6709
O 0.1679 2.3103 -1.4174
H 0.4562 4.1265 -3.6544
H 1.8871 3.2460 -4.1624
H 1.8112 4.0904 -2.6101
H 1.5817 1.4092 -2.4493
H 0.0281 1.5287 -3.2561
H 0.0942 1.4660 -0.9666
C 0.4782 -1.1000 -5.7425
C 0.4296 -2.5069 -5.2699
O 0.9076 -2.5571 -3.9420
H 0.2414 -1.0221 -6.8036
H 1.4696 -0.6472 -5.7292
H -0.2273 -0.5371 -5.1314
H 1.1164 -3.0692 -5.9026
H -0.6204 -2.7970 -5.3089
H 0.3443 -2.1510 -3.2791
C -5.0285 0.2244 2.6528
C -4.0297 -0.3261 1.6458
O -2.9935 0.6349 1.4457
H -4.5681 0.4071 3.6237
H -5.9419 -0.3657 2.7273
H -5.3877 1.2140 2.3702
H -4.5571 -0.5940 0.7302
H -3.5947 -1.2433 2.0427
H -3.3254 1.1841 0.7316
C -6.5927 2.1140 -0.2912
C -5.2425 2.8698 -0.0928
O -4.2840 1.9352 -0.5095
H -6.6580 1.3374 0.4709
H -6.6596 1.6532 -1.2768
H -7.4357 2.8049 -0.2945
H -5.1573 3.2165 0.9371
H -5.2070 3.6808 -0.8203
H -4.3871 1.8214 -1.4571
C -0.8643 5.0946 1.3074
C -1.9421 4.0958 0.9662
O -1.3096 2.8484 1.0108
H -0.3457 4.9253 2.2511
H -1.3438 6.0717 1.3673
H -0.2145 5.1889 0.4373
H -2.5032 4.2173 0.0397
H -2.6251 4.1709 1.8123
H -0.8440 2.8498 0.1712

As for the multiplicity: 5. The calculation puts the lowest unoccupied orbital energy (spin up / spin down) at 0.169 / 0.169 eV. The value obtained for the total energy is -6239.0919 a.u. For the HOMO-LUMO gap (spin up / spin down), the calculation gives 8.11 / 7.78 eV. Its charge is 0. Its HOMO energy (spin up / spin down) is -7.937 / -7.609 eV.

Results of the Löwdin charge analysis, in e, for atoms 1 through 6:
1. Fe 0.560
2. O -0.332
3. H -0.007
4. Br -0.077
5. C -0.077
6. C -0.278

---

(5)
Formula: C3H8NS
Source: the Open Molecules 2025 dataset
Level of theory: ωB97M-V/def2-TZVPD

Geometry (Å):
C -3.3416 0.1703 0.4976
C 1.0871 0.2357 0.1938
C 1.2274 -1.0592 -0.4492
N 1.4178 1.3498 -0.3603
S -2.1613 0.1009 -0.5882
H -3.1578 0.5268 1.5025
H -4.3367 -0.1944 0.2779
H 0.6969 0.2718 1.2070
H 1.6140 -0.9935 -1.4622
H 0.2618 -1.5688 -0.4550
H 1.8780 -1.6980 0.1549
H 1.7702 1.3695 -1.3147
H 1.3255 2.2411 0.1137

The calculation puts the lowest unoccupied orbital energy at -4.723 eV. The value obtained for the total energy is -571.7514 a.u. For the HOMO-LUMO gap, the calculation gives 7.84 eV. Its charge is +1. Its HOMO energy is -12.560 eV. The energy relative to the best compared isomer or geometry (same formula, charge and spin) is 49.3 kJ/mol.

Results of the natural (NBO) charge analysis, in e, for atoms 1 through 6:
1. C -0.402
2. C 0.351
3. C -0.722
4. N -0.609
5. S 0.018
6. H 0.200